A single C2H4N2 molecule in a non-equilibrium geometry, computed with ωB97M-V/def2-TZVPD.

Electronic energy (Eh): -188.023971
SMILES string: C=NN=C
HOMO level (Eh): -0.3638
Energy above the lowest of the compared OMol25 structures with the same formula, charge and spin (kcal/mol): 59.2
Orbital gap (eV): 10.92

Last column: Löwdin charge in e.
Element x y z (Å)
C -0.79 -1.20 0.44  -0.084
C 0.69 0.88 -1.03  -0.044
H -0.70 -2.29 0.77  0.082
H -1.49 -1.05 -0.42  0.076
H 1.28 0.04 -1.36  0.056
H 0.40 1.86 -1.60  0.093
N 0.13 -0.37 0.77  -0.092
N 0.03 0.85 0.11  -0.087

=====

2 unconnected molecules or ions with the total composition C2H4N2 in a non-equilibrium geometry, computed with ωB97M-V/def2-TZVPD.

Electronic energy (Eh): -187.965577
HOMO level (alpha / beta) (Eh): -0.3385 / -0.3659
Energy above the lowest of the compared OMol25 structures with the same formula, charge and spin (kcal/mol): 95.8
Orbital gap (alpha / beta) (eV): 7.25 / 9.12

Last column: Löwdin charge in e.
Element x y z (Å)
C -1.56 -0.30 0.00  -0.511
C 1.27 0.00 -0.30  0.177
N -2.20 -0.71 -0.88  0.115
N -0.80 0.01 0.99  0.122
H 0.98 -0.49 -1.21  0.023
H 1.09 1.08 -0.37  0.031
H 2.02 -0.44 0.25  -0.007
H -0.81 0.85 1.51  0.049

=====

A molecular structure, C2H4N2 in a non-equilibrium geometry, computed with ωB97M-V/def2-TZVPD.

Electronic energy (Eh): -187.912256
⟨S²⟩: 2.0082
HOMO level (alpha / beta) (Eh): -0.3344 / -0.3560
Energy above the lowest of the compared OMol25 structures with the same formula, charge and spin (kcal/mol): 34.3
Multiplicity: 3
Orbital gap (alpha / beta) (eV): 10.31 / 8.98

Last column: Mulliken spin population.
Element x y z (Å)
C -0.90 -0.09 0.14  -0.018
C 0.98 0.03 -0.23  -0.055
N -0.16 -0.52 -1.01  0.910
N 0.21 0.36 0.93  0.892
H -1.43 0.75 0.13  0.067
H -1.56 -0.84 0.57  0.069
H 1.75 -0.64 0.14  0.059
H 1.11 0.96 -0.67  0.076

=====

A single C2H4N2O molecule in a non-equilibrium geometry, computed with ωB97M-V/def2-TZVPD.

Electronic energy (Eh): -263.287793
SMILES string: C=NNC=O
HOMO level (Eh): -0.3667
Energy above the lowest of the compared OMol25 structures with the same formula, charge and spin (kcal/mol): 47.4
Orbital gap (eV): 10.81

Last column: Löwdin charge in e.
Element x y z (Å)
C 1.84 -0.52 0.11  -0.085
C -0.99 -0.33 -0.13  -0.335
H 2.84 -0.82 -0.30  0.074
H 1.33 -1.24 0.94  0.133
H -0.48 1.54 0.14  0.181
H -0.50 -1.15 -0.71  0.124
N 1.32 0.56 -0.26  -0.032
N 0.01 0.58 0.25  -0.068
O -2.20 -0.15 0.02  0.008

=====

A single C2H4N2O molecule in a non-equilibrium geometry, computed with ωB97M-V/def2-TZVPD.

Electronic energy (Eh): -263.235930
SMILES string: Oc1c[nH][nH]1
HOMO level (Eh): -0.3017
Energy above the lowest of the compared OMol25 structures with the same formula, charge and spin (kcal/mol): 79.9
Orbital gap (eV): 9.03

Last column: Löwdin charge in e.
Element x y z (Å)
C 0.59 0.19 -0.91  -0.070
C 0.68 -0.02 0.42  -0.296
N -0.85 0.02 -0.94  -0.056
N -0.80 -0.38 0.49  0.000
O 1.73 -0.20 1.32  0.069
H 1.29 0.30 -1.64  0.064
H -1.27 -0.79 -1.45  0.119
H -1.34 0.20 1.16  0.109
H 1.28 -0.67 1.98  0.061

=====

2 unconnected molecules or ions with the total composition C2H4N2O in a non-equilibrium geometry, computed with ωB97M-V/def2-TZVPD.

Electronic energy (Eh): -263.307299
SMILES string: [H]/N=C/C#N.O
HOMO level (Eh): -0.4053
Energy above the lowest of the compared OMol25 structures with the same formula, charge and spin (kcal/mol): 35.1
Orbital gap (eV): 11.19

Last column: Löwdin charge in e.
Element x y z (Å)
C -0.12 -1.94 0.19  -0.189
C -0.89 -0.72 0.16  -0.216
N 0.56 -2.84 -0.01  0.157
N -2.01 -0.63 0.79  0.119
O 1.53 1.62 -0.32  -0.120
H -0.57 0.12 -0.40  0.078
H -2.42 0.26 0.68  0.029
H 1.51 2.67 -0.42  0.109
H 2.42 1.46 -0.68  0.034

=====

A molecular structure, C2H4N2O in a non-equilibrium geometry, computed with ωB97M-V/def2-TZVPD.

Electronic energy (Eh): -263.237282
HOMO level (Eh): -0.3593
Energy above the lowest of the compared OMol25 structures with the same formula, charge and spin (kcal/mol): 79.1
Orbital gap (eV): 10.14

Last column: Löwdin charge in e.
Element x y z (Å)
C 0.71 1.40 -0.41  -0.031
C -0.91 -0.88 0.34  -0.259
H 1.42 2.11 -0.70  0.049
H -0.23 1.26 -0.99  0.079
H 0.60 -1.10 1.66  0.238
H -1.17 -1.68 0.92  0.081
N 1.27 0.45 0.22  -0.039
N 0.49 -0.68 0.44  -0.069
O -1.47 -0.27 -0.63  -0.049

=====

A molecular structure, C2H4N2O2 in a non-equilibrium geometry, computed with ωB97M-V/def2-TZVPD.

Electronic energy (Eh): -338.485222
HOMO level (Eh): -0.3593
Energy above the lowest of the compared OMol25 structures with the same formula, charge and spin (kcal/mol): 105.4
Orbital gap (eV): 9.84

Last column: Löwdin charge in e.
Element x y z (Å)
C 0.41 -0.57 0.32  -0.335
C -0.48 0.64 -0.44  -0.492
H 2.61 -1.02 0.66  0.253
H 1.96 0.77 0.20  0.058
H -2.39 0.70 -0.87  0.198
H -1.93 -0.75 -0.03  0.219
N 1.72 -0.13 0.55  0.103
N -1.73 0.52 0.18  0.042
O -0.27 -1.70 0.51  -0.088
O 0.10 1.52 -1.09  0.043

=====

A single C2H4N2O2 molecule in a non-equilibrium geometry, computed with ωB97M-V/def2-TZVPD.

Electronic energy (Eh): -338.457696
SMILES string: [H]/N=C/C[N+](=O)[O-]
HOMO level (Eh): -0.3833
Energy above the lowest of the compared OMol25 structures with the same formula, charge and spin (kcal/mol): 122.7
Orbital gap (eV): 10.74

Last column: Löwdin charge in e.
Element x y z (Å)
C -0.39 0.68 0.69  -0.245
C 0.37 -0.50 0.20  -0.077
N 0.18 1.64 1.21  0.111
N 0.05 -0.94 -1.21  -0.432
O 0.98 -1.34 -1.88  0.084
O -1.08 -0.77 -1.53  0.076
H -1.30 0.72 0.10  0.107
H 1.55 -0.57 0.32  0.177
H 0.01 -1.41 0.64  0.122
H -0.36 2.49 1.45  0.076

=====

2 unconnected molecules or ions with the total composition C2H4N2O2 in a non-equilibrium geometry, computed with ωB97M-V/def2-TZVPD.

Electronic energy (Eh): -338.406892
SMILES string: C1=NC1.O=NO
HOMO level (Eh): -0.3711
Energy above the lowest of the compared OMol25 structures with the same formula, charge and spin (kcal/mol): 154.6
Orbital gap (eV): 10.99

Last column: Löwdin charge in e.
Element x y z (Å)
C -1.32 1.08 -0.26  -0.124
C -1.92 -0.03 0.60  -0.121
N -0.70 -0.23 0.32  0.061
N 2.98 -0.65 -0.47  -0.154
O 2.32 -1.70 -0.08  0.009
O 2.45 0.38 -0.27  -0.003
H -1.26 1.10 -1.35  0.071
H -1.27 2.12 0.07  0.067
H -2.67 -0.57 1.22  0.112
H 1.40 -1.51 0.21  0.082

=====

A single C2H4N2O2 molecule in a non-equilibrium geometry, computed with ωB97M-V/def2-TZVPD.

Electronic energy (Eh): -338.479905
SMILES string: [H]/N=C1/NOCO1
HOMO level (Eh): -0.3642
Energy above the lowest of the compared OMol25 structures with the same formula, charge and spin (kcal/mol): 108.7
Orbital gap (eV): 10.71

Last column: Löwdin charge in e.
Element x y z (Å)
C 0.39 0.40 0.67  -0.540
C -0.89 -0.54 -0.87  -0.176
H 0.13 1.99 1.65  0.077
H 1.89 -0.85 0.25  0.118
H -1.36 0.14 -1.87  0.200
H -1.65 -1.26 -0.46  0.134
N 0.97 1.38 1.35  0.119
N 0.91 -0.84 0.29  0.138
O 0.45 -0.92 -1.20  -0.058
O -0.84 0.49 0.19  -0.013

=====

A single C2H4N2O2 molecule in a non-equilibrium geometry, computed with ωB97M-V/def2-TZVPD.

Electronic energy (Eh): -338.466192
SMILES string: C=[N+]([O-])C(N)=O
HOMO level (alpha / beta) (Eh): -0.3498 / -0.3498
Energy above the lowest of the compared OMol25 structures with the same formula, charge and spin (kcal/mol): 117.3
Orbital gap (alpha / beta) (eV): 8.98 / 8.98

Last column: Löwdin charge in e.
Element x y z (Å)
C 0.47 1.45 -0.97  0.129
C -0.04 -0.79 -0.22  -0.285
N -0.99 -1.30 1.11  0.131
N 0.33 0.62 0.09  -0.256
O 0.22 -1.43 -1.19  0.153
O 0.69 0.92 1.26  -0.064
H 0.64 2.53 -1.02  0.097
H 0.03 1.21 -1.87  0.052
H -0.49 -0.92 1.85  -0.002
H -0.85 -2.28 0.97  0.044